[1]
Density functional theory data (ωB97M-V/def2-TZVPD) for a cluster of 2 separate species, C5H7N in total in a non-equilibrium geometry.

Cartesian coordinates (Å):
N (2.415, 0.709, 1.374)
C (1.951, -0.124, 0.715)
C (1.428, -1.163, -0.130)
C (0.194, -1.649, -0.009)
C (-1.725, 0.958, 0.166)
C (-0.761, 1.541, -0.537)
H (2.107, -1.525, -0.895)
H (-0.157, -2.430, -0.675)
H (-0.505, -1.272, 0.730)
H (-2.609, 0.537, -0.307)
H (-1.656, 0.857, 1.247)
H (0.135, 1.933, -0.061)
H (-0.817, 1.628, -1.619)

## Properties
Relative energy (zero: lowest compared OMol25 entry of this formula, charge and spin) = 47.5 kcal/mol
Frontier orbital gap = 0.3845 hartree
Energy = -249.39747 Ha
LUMO = 0.419 eV
Net charge = 0
SMILES = C=CC#N.C=C
HOMO energy = -10.043 eV


[2]
Density functional theory data (ωB97M-V/def2-TZVPD) for the ion C7H9ClNO5 with charge -1 in a non-equilibrium geometry.

Cartesian coordinates (Å):
O (2.554, -1.562, 0.536)
C (2.480, -0.356, 0.141)
O (3.242, 0.604, 0.847)
C (1.506, -0.051, -1.077)
C (0.306, 0.961, -0.745)
C (-0.412, 0.734, 0.665)
N (-1.578, -0.199, 0.636)
C (-1.213, -1.567, 0.168)
C (-1.888, -1.797, -1.264)
O (-1.659, -2.752, -2.034)
Cl (-3.155, -0.584, -1.824)
C (-1.018, 2.190, 1.092)
O (-2.254, 2.404, 0.800)
O (-0.273, 3.163, 1.706)
H (3.202, 0.380, 1.807)
H (1.091, -1.022, -1.500)
H (2.151, 0.466, -1.886)
H (0.747, 2.029, -0.716)
H (-0.448, 0.965, -1.616)
H (0.289, 0.444, 1.524)
H (-1.830, -0.326, 1.636)
H (-1.739, -2.305, 0.887)
H (-0.103, -1.819, 0.220)

## Properties
Frontier orbital gap = 0.2627 hartree
Energy = -1163.29076 Ha
LUMO = 2.957 eV
Net charge = -1
SMILES = O=C(O)CC[C@H](NCC(=O)Cl)C(=O)[O-]
HOMO energy = -4.193 eV


[3]
Density functional theory data (ωB97M-V/def2-TZVPD) for the molecule C16H16N4O3S2 in a non-equilibrium geometry.

Cartesian coordinates (Å):
C (-1.719, 2.950, -2.943)
C (-0.488, 3.676, -2.492)
C (0.281, 4.404, -3.387)
C (1.408, 5.081, -2.949)
C (1.775, 5.039, -1.621)
C (1.007, 4.312, -0.713)
C (-0.121, 3.635, -1.151)
H (-0.722, 3.054, -0.469)
O (1.455, 4.339, 0.585)
C (0.735, 3.647, 1.574)
C (0.845, 2.165, 1.447)
N (-0.098, 1.325, 1.179)
N (0.444, 0.092, 1.169)
C (1.707, 0.250, 1.436)
S (2.900, -0.981, 1.555)
C (1.744, -2.381, 1.526)
C (0.828, -2.301, 2.725)
O (0.998, -1.568, 3.667)
N (-0.256, -3.144, 2.698)
C (-0.618, -4.067, 1.756)
N (0.053, -4.412, 0.717)
C (-0.592, -5.365, -0.003)
C (-1.788, -5.785, 0.481)
S (-2.148, -4.919, 1.951)
C (-2.715, -6.804, -0.070)
H (-2.875, -7.606, 0.649)
H (-3.684, -6.359, -0.296)
H (-2.298, -7.224, -0.982)
H (-0.124, -5.729, -0.898)
H (-0.885, -3.037, 3.486)
H (1.171, -2.358, 0.601)
H (2.338, -3.294, 1.556)
O (2.035, 1.540, 1.623)
H (1.192, 3.956, 2.520)
H (-0.328, 3.916, 1.571)
H (2.650, 5.556, -1.260)
H (2.005, 5.645, -3.651)
H (0.001, 4.440, -4.430)
H (-1.850, 2.029, -2.379)
H (-1.664, 2.714, -4.003)
H (-2.599, 3.572, -2.779)

## Properties
Relative energy (zero: lowest compared OMol25 entry of this formula, charge and spin) = 44.8 kcal/mol
Frontier orbital gap = 0.3314 hartree
Energy = -1860.41677 Ha
LUMO = 0.534 eV
Net charge = 0
SMILES = Cc1cccc(OCc2nnc(SCC(=O)Nc3ncc(C)s3)o2)c1
HOMO energy = -8.484 eV


[4]
Density functional theory data (ωB97M-V/def2-TZVPD) for a structure of composition C4H6AsBFeIN3S4 in a non-equilibrium geometry.

Cartesian coordinates (Å):
Fe (-1.228, 0.054, 0.693)
S (-3.719, -3.084, 0.328)
As (-3.057, -1.686, 1.760)
S (-3.393, 0.429, 1.050)
S (-0.811, -1.744, 1.933)
S (-3.963, -2.110, 3.609)
I (4.323, 2.610, 2.782)
C (2.690, 1.956, 1.661)
C (2.727, 1.350, 0.423)
N (1.455, 1.082, 0.103)
N (0.603, 1.462, 1.065)
C (1.339, 2.006, 2.021)
H (3.553, 1.100, -0.214)
H (1.062, 0.605, -0.712)
H (0.887, 2.416, 2.901)
B (-0.353, -1.272, -3.718)
C (-0.601, -0.739, -2.307)
N (-0.687, -0.276, -1.239)
H (-1.388, -1.288, -4.314)
H (0.433, -0.504, -4.224)
H (0.130, -2.365, -3.599)

## Properties
Frontier orbital gap (spin up / spin down) = 0.2204 / 0.1810 hartree
Spin multiplicity = 6
Energy = -5735.17509 Ha
LUMO (spin up / spin down) = 1.565 / 0.535 eV
Net charge = -1
HOMO energy (spin up / spin down) = -4.433 / -4.391 eV


[5]
Density functional theory data (ωB97M-V/def2-TZVPD) for a structure of composition C44H37Cl5NO2P2S2Ta in a non-equilibrium geometry.

Cartesian coordinates (Å):
Ta (-0.176, 0.295, -1.141)
S (-0.644, 2.327, 0.372)
P (-1.131, 0.754, 1.566)
C (-0.442, -0.614, 0.740)
P (0.742, -1.762, 1.371)
S (2.579, -1.065, 1.364)
C (0.612, -3.276, 0.360)
C (-0.378, -4.231, 0.599)
C (-0.495, -5.343, -0.224)
C (0.375, -5.512, -1.295)
C (1.370, -4.575, -1.529)
C (1.496, -3.467, -0.696)
C (0.241, -2.344, 3.017)
C (1.211, -2.708, 3.947)
C (0.826, -3.183, 5.196)
C (-0.522, -3.296, 5.521)
C (-1.491, -2.955, 4.587)
C (-1.103, -2.486, 3.339)
C (-0.659, 1.140, 3.264)
C (0.622, 0.864, 3.743)
C (0.966, 1.228, 5.038)
C (0.047, 1.881, 5.848)
C (-1.218, 2.186, 5.362)
C (-1.574, 1.818, 4.072)
C (-2.953, 0.643, 1.598)
C (-3.723, 1.337, 0.670)
C (-5.102, 1.161, 0.623)
C (-5.727, 0.308, 1.519)
C (-4.973, -0.354, 2.481)
C (-3.597, -0.183, 2.523)
H (-1.064, -4.111, 1.429)
H (-1.266, -6.079, -0.029)
H (0.279, -6.377, -1.940)
H (2.057, -4.706, -2.356)
H (2.291, -2.747, -0.855)
H (2.259, -2.590, 3.697)
H (1.582, -3.458, 5.921)
H (-0.816, -3.661, 6.498)
H (-2.543, -3.057, 4.828)
H (-1.846, -2.260, 2.588)
H (1.363, 0.396, 3.106)
H (1.958, 1.003, 5.410)
H (0.318, 2.162, 6.860)
H (-1.930, 2.707, 5.988)
H (-2.564, 2.050, 3.702)
H (-3.240, 2.008, -0.029)
H (-5.686, 1.697, -0.117)
H (-6.801, 0.170, 1.481)
H (-5.458, -1.000, 3.203)
H (-3.032, -0.667, 3.305)
Cl (-2.785, -2.497, -0.785)
C (-3.179, -1.097, -1.723)
C (-2.342, 0.031, -1.773)
C (-2.782, 1.022, -2.631)
Cl (-1.702, 2.383, -2.762)
C (-3.917, 0.990, -3.420)
Cl (-4.295, 2.295, -4.478)
C (-4.750, -0.109, -3.293)
Cl (-6.218, -0.183, -4.188)
C (-4.384, -1.148, -2.436)
Cl (-5.434, -2.506, -2.280)
O (0.600, -2.681, -4.253)
C (0.314, -1.930, -3.408)
N (0.023, -1.153, -2.527)
C (0.768, 2.614, -4.258)
C (0.949, 3.661, -3.157)
C (1.008, 5.036, -3.836)
C (2.186, 3.334, -2.323)
C (3.144, 4.312, -2.052)
C (4.360, 3.993, -1.475)
C (4.678, 2.657, -1.292)
C (3.758, 1.638, -1.537)
C (4.222, 0.174, -1.523)
C (5.743, 0.052, -1.691)
C (3.557, -0.659, -2.619)
C (2.461, 2.042, -1.879)
O (1.406, 1.137, -1.685)
H (-0.142, 2.814, -4.826)
H (0.715, 1.589, -3.890)
H (1.618, 2.670, -4.946)
H (0.075, 3.697, -2.499)
H (1.948, 5.164, -4.378)
H (0.902, 5.862, -3.132)
H (0.189, 5.118, -4.554)
H (2.943, 5.337, -2.324)
H (5.076, 4.770, -1.233)
H (5.675, 2.395, -0.966)
H (3.969, -0.270, -0.564)
H (6.090, 0.599, -2.574)
H (6.007, -1.001, -1.819)
H (6.299, 0.415, -0.825)
H (3.724, -0.207, -3.603)
H (2.488, -0.765, -2.476)
H (3.992, -1.661, -2.633)

## Properties
Relative energy (zero: lowest compared OMol25 entry of this formula, charge and spin) = 26.9 kcal/mol
Frontier orbital gap = 0.2574 hartree
Energy = -5741.32493 Ha
LUMO = -0.976 eV
Net charge = 0
HOMO energy = -7.980 eV


[6]
Density functional theory data (ωB97M-V/def2-TZVPD) for a structure of composition C14H20As2O15P2SbSe4Tb in a non-equilibrium geometry.

Cartesian coordinates (Å):
Tb (11.368, 7.243, 9.970)
O (14.119, 7.389, 12.364)
P (12.835, 8.286, 12.786)
O (12.624, 8.782, 14.137)
O (11.709, 7.481, 12.078)
O (13.175, 9.394, 11.682)
P (12.089, 10.112, 10.790)
O (12.983, 11.396, 10.335)
O (10.883, 10.483, 11.471)
O (11.754, 9.180, 9.584)
H (13.856, 6.462, 12.345)
H (13.901, 11.086, 10.274)
Se (17.333, 7.665, 7.909)
Sb (16.359, 5.351, 8.256)
Se (13.634, 6.143, 9.095)
Se (15.441, 3.616, 6.745)
Se (16.647, 4.001, 10.635)
C (9.965, 6.816, 14.953)
O (9.329, 7.420, 13.813)
C (8.596, 6.612, 13.048)
O (8.360, 5.462, 13.355)
C (8.205, 7.259, 11.744)
C (7.994, 8.556, 11.665)
As (7.861, 9.728, 10.103)
C (5.875, 9.651, 10.055)
C (8.154, 8.505, 8.725)
C (8.442, 7.136, 8.821)
As (8.101, 5.905, 10.281)
C (6.126, 5.613, 10.550)
C (9.082, 6.443, 7.714)
O (9.122, 5.262, 7.447)
O (10.010, 7.311, 7.074)
C (10.629, 6.739, 5.913)
C (7.826, 9.011, 7.434)
O (7.438, 8.381, 6.479)
O (8.011, 10.379, 7.382)
C (7.751, 11.034, 6.154)
C (7.806, 9.397, 12.877)
O (8.175, 10.539, 13.039)
O (7.020, 8.751, 13.766)
C (6.689, 9.519, 14.923)
H (10.396, 7.600, 15.565)
H (10.801, 6.181, 14.586)
H (9.267, 6.207, 15.515)
H (5.441, 10.206, 10.875)
H (5.494, 8.632, 10.069)
H (5.550, 10.118, 9.121)
H (5.497, 6.497, 10.350)
H (5.978, 5.352, 11.585)
H (5.788, 4.752, 9.942)
H (10.119, 7.103, 5.005)
H (10.592, 5.631, 5.966)
H (11.657, 7.065, 5.928)
H (7.986, 12.067, 6.312)
H (6.708, 10.898, 5.820)
H (8.398, 10.582, 5.368)
H (5.980, 8.876, 15.461)
H (6.220, 10.469, 14.647)
H (7.562, 9.716, 15.504)

## Properties
Frontier orbital gap (spin up / spin down) = 0.1771 / 0.1833 hartree
Spin multiplicity = 7
Energy = -17499.02523 Ha
LUMO (spin up / spin down) = 2.818 / 2.309 eV
Net charge = -2
HOMO energy (spin up / spin down) = -2.002 / -2.679 eV


[7]
Density functional theory data (ωB97M-V/def2-TZVPD) for a cluster of 16 separate species, H32O16 in total in a non-equilibrium geometry.

Cartesian coordinates (Å):
O (3.690, -3.819, 3.333)
H (3.821, -2.889, 3.490)
H (2.859, -3.837, 2.719)
O (-0.427, 2.327, -0.692)
H (-0.139, 1.760, -0.017)
H (-1.342, 2.144, -0.794)
O (4.112, -1.427, 0.949)
H (3.603, -1.044, 0.350)
H (4.874, -1.650, 0.696)
O (2.143, 3.178, -4.221)
H (1.560, 3.857, -3.740)
H (1.684, 2.398, -4.334)
O (-0.616, 4.463, 0.946)
H (-1.171, 4.610, 0.181)
H (0.000, 3.753, 0.610)
O (-2.991, -4.692, 0.206)
H (-3.426, -5.175, -0.662)
H (-3.164, -5.247, 1.037)
O (-0.408, -1.724, 1.039)
H (-0.619, -1.981, 0.097)
H (-1.232, -1.948, 1.515)
O (-2.430, 3.014, 2.590)
H (-1.546, 3.310, 2.630)
H (-2.353, 2.212, 3.186)
O (-0.873, -0.934, -2.203)
H (-0.881, -1.640, -2.842)
H (0.159, -0.622, -2.361)
O (3.420, -3.636, -1.352)
H (3.382, -3.687, -0.382)
H (4.365, -3.585, -1.663)
O (-1.341, 0.586, 2.876)
H (-1.411, 0.433, 1.858)
H (-0.752, -0.084, 3.186)
O (-3.579, 3.235, 0.050)
H (-3.030, 2.686, 0.546)
H (-4.153, 3.772, 0.683)
O (-3.262, -1.826, 0.613)
H (-3.305, -2.865, 0.929)
H (-2.868, -1.857, -0.377)
O (0.721, 0.967, -2.632)
H (0.393, 1.668, -2.012)
H (-0.235, 0.631, -2.805)
O (1.341, -3.891, 1.044)
H (0.638, -3.285, 0.692)
H (1.699, -4.460, 0.350)
O (1.265, 5.709, -2.162)
H (0.471, 5.830, -1.882)
H (1.355, 5.264, -1.270)

## Properties
Relative energy (zero: lowest compared OMol25 entry of this formula, charge and spin) = 214.1 kcal/mol
Frontier orbital gap = 0.3739 hartree
Energy = -1222.85753 Ha
LUMO = -0.533 eV
Net charge = 0
HOMO energy = -10.706 eV


[8]
Density functional theory data (ωB97M-V/def2-TZVPD) for a cluster of 2 separate species, C2H7NO2S2 in total in a non-equilibrium geometry.

Cartesian coordinates (Å):
C (2.185, -1.075, -0.144)
C (-2.514, 1.197, -0.147)
N (0.336, 1.199, -0.189)
O (0.006, -0.791, 1.191)
O (-0.286, -0.900, -1.282)
S (-2.802, -0.384, 0.082)
S (0.483, -0.291, -0.256)
H (2.536, -0.842, 0.782)
H (2.052, -2.133, -0.387)
H (2.894, -0.639, -0.935)
H (-2.552, 2.041, 0.549)
H (-2.348, 1.476, -1.139)
H (0.880, 1.771, 0.431)
H (-0.872, -0.630, 1.442)

## Properties
Relative energy (zero: lowest compared OMol25 entry of this formula, charge and spin) = 91.4 kcal/mol
Frontier orbital gap = 0.3137 hartree
Energy = -1081.89146 Ha
LUMO = -0.100 eV
Net charge = 0
SMILES = C[S@@](=N)(=O)O.C=S
HOMO energy = -8.635 eV


- Which of these has the lowest energy?
  C14H20As2O15P2SbSe4Tb


- Number 8 is which compound?
  C2H7NO2S2